[1]
{"formula": "C30H33N2O3", "method": "ωB97M-V/def2-TZVPD", "charge": 1, "homo_ev": -10.9, "smiles": "CN1C(=O)[C@H](Cc2ccccc2)[N@@H+](C(c2ccc3c(c2)CCO3)c2ccc3c(c2)CCO3)C1(C)C", "homo_lumo_gap_ev": 8.622, "relative_energy_kcal_mol": 8.5, "symbols": ["C", "C", "C", "C", "O", "C", "C", "C", "C", "C", "C", "C", "C", "O", "C", "C", "C", "C", "C", "H", "H", "H", "H", "H", "H", "H", "H", "H", "H", "H", "H", "H", "H", "H", "C", "N", "C", "C", "C", "N", "C", "C", "C", "C", "C", "C", "C", "C", "C", "O", "H", "H", "H", "H", "H", "H", "H", "H", "H", "H", "H", "H", "H", "H", "H", "H", "H", "H"], "positions_angstrom": [[-5.74557, 0.08165, 3.91142], [-4.94140, -1.15808, 3.48942], [-3.56141, -0.62648, 3.27591], [-3.55867, 0.73033, 3.68876], [-4.76628, 1.19701, 4.11098], [-2.35543, 1.45270, 3.64920], [-1.24951, 0.81058, 3.11417], [-1.28228, -0.44451, 2.45992], [-0.01320, -1.13982, 1.91069], [1.30760, -0.41923, 2.26683], [2.33663, -1.18699, 2.83725], [3.51486, -0.55687, 3.21401], [3.67520, 0.82762, 2.97114], [4.93564, 1.28440, 3.19486], [5.72943, 0.12985, 3.68860], [4.79885, -1.08923, 3.73967], [2.64883, 1.60312, 2.42612], [1.48916, 0.95817, 2.04786], [-2.40036, -1.22799, 2.79978], [-6.44410, 0.38887, 3.12030], [-6.29557, -0.04464, 4.85372], [-5.00441, -1.91884, 4.28076], [-5.32478, -1.60212, 2.56352], [-2.29753, 2.43918, 4.10537], [-0.28597, 1.26301, 3.29351], [0.04529, -2.07801, 2.47839], [2.20939, -2.26037, 3.01905], [6.55986, -0.02410, 2.98616], [6.12238, 0.40455, 4.67701], [4.72723, -1.46002, 4.77287], [5.17024, -1.91282, 3.11528], [2.76200, 2.67514, 2.32527], [0.67034, 1.53292, 1.60568], [-2.31086, -2.30764, 2.85806], [-2.94200, -2.51049, -1.42403], [-1.77437, -1.94797, -0.75854], [-0.79420, -2.74849, -0.09926], [-1.38138, -3.74155, 0.89761], [-0.00007, -3.59595, -1.10159], [0.11821, -1.61718, 0.52962], [0.04801, -0.49212, -0.46223], [0.97134, -0.63849, -1.68219], [2.45991, -0.69915, -1.46450], [3.04625, 0.26848, -0.65199], [4.41834, 0.25396, -0.40087], [5.23477, -0.67450, -1.05086], [4.66907, -1.57795, -1.96181], [3.28848, -1.58262, -2.18035], [-1.36180, -0.64977, -0.99293], [-2.04937, 0.20385, -1.54590], [-3.55155, -1.71089, -1.84143], [-2.67740, -3.19760, -2.23634], [-3.54059, -3.05743, -0.69673], [-2.13444, -3.27281, 1.52921], [-1.85923, -4.56514, 0.33985], [-0.55837, -4.15980, 1.49415], [0.27233, -3.06931, -2.01348], [0.90954, -3.98972, -0.63462], [-0.59646, -4.45443, -1.44616], [1.05847, -2.03108, 0.48723], [0.15920, 0.46819, 0.05106], [0.65227, -1.51697, -2.25720], [0.74118, 0.23219, -2.32674], [2.42123, 1.06568, -0.24993], [4.84678, 0.99984, 0.27245], [6.31078, -0.66050, -0.86926], [5.31822, -2.25918, -2.51763], [2.84908, -2.24856, -2.92980]]}

***

[2]
{"formula": "C4H8N2S2", "method": "ωB97M-V/def2-TZVPD", "homo_ev": -7.5, "homo_lumo_gap_ev": 7.351, "relative_energy_kcal_mol": 75.5, "symbols": ["C", "C", "C", "C", "N", "N", "S", "S", "H", "H", "H", "H", "H", "H", "H", "H"], "positions_angstrom": [[1.62969, 2.65341, 0.91838], [-1.08122, -0.21762, -0.26509], [-1.49270, 0.24586, 1.03240], [0.65904, -1.18298, -1.75522], [0.76942, -1.52138, 0.52335], [0.05177, -0.92424, -0.40267], [0.61896, 2.36444, -0.31642], [2.59710, 2.70719, 2.12834], [-1.59632, -0.07773, -1.20690], [-1.73153, -0.46134, 1.87427], [-2.34015, 0.86178, 0.70428], [-0.78555, 0.85506, 1.56720], [-0.01904, -0.62823, -2.38137], [1.68549, -0.97756, -1.91560], [0.54664, -2.34495, -1.95149], [0.48841, -1.35170, 1.44653]]}

***

[3]
{"formula": "C28H60N9O6S", "method": "ωB97M-V/def2-TZVPD", "charge": 1, "homo_ev": -10.8, "homo_lumo_gap_ev": 6.690, "symbols": ["N", "C", "C", "C", "C", "C", "C", "C", "C", "N", "N", "C", "S", "C", "H", "H", "H", "H", "H", "H", "H", "H", "H", "H", "H", "H", "H", "H", "H", "H", "H", "H", "C", "C", "O", "N", "C", "H", "H", "H", "H", "H", "H", "H", "C", "C", "O", "N", "C", "H", "H", "H", "H", "H", "H", "H", "C", "C", "O", "N", "C", "H", "H", "H", "H", "H", "H", "H", "C", "C", "O", "N", "C", "H", "H", "H", "H", "H", "H", "H", "C", "C", "O", "N", "C", "H", "H", "H", "H", "H", "H", "H", "C", "C", "O", "N", "C", "H", "H", "H", "H", "H", "H", "H"], "positions_angstrom": [[5.18640, -0.69301, -0.24310], [5.07179, -0.03262, -1.57738], [6.13988, 1.08614, -1.64345], [5.58222, 2.53590, -1.60314], [4.37760, 2.74976, -0.64449], [3.17984, 3.36490, -1.43003], [1.77933, 2.83033, -1.05325], [1.52274, 2.20593, 0.33651], [0.38094, 1.25444, 0.06917], [0.22769, 1.05093, -1.18533], [-0.76695, 0.14376, -1.59779], [-0.41741, -0.52915, -2.56729], [-0.32159, -1.22200, -3.93449], [1.15296, 1.82417, -2.02142], [4.61352, -0.20534, 0.44018], [4.83289, -1.64423, -0.28393], [4.04230, 0.35059, -1.67403], [5.28094, -0.81203, -2.31390], [6.64318, 0.97895, -2.61665], [6.91529, 0.90115, -0.89649], [5.38193, 2.83919, -2.63571], [6.40762, 3.17510, -1.26430], [4.68826, 3.51242, 0.08002], [4.12128, 1.86327, -0.05903], [3.28035, 3.21713, -2.50808], [3.19395, 4.44324, -1.25718], [1.12792, 3.71384, -1.04721], [1.32211, 2.87212, 1.18173], [2.26389, 1.50434, 0.76458], [-0.21933, 0.74875, 0.82136], [0.50381, 2.41113, -2.69299], [1.80137, 1.29599, -2.72903], [0.81274, 6.58806, -3.57274], [1.02700, 5.23240, -4.19627], [2.05864, 4.59344, -4.02362], [0.02968, 4.72807, -4.96874], [-1.25386, 5.33128, -5.28730], [1.69062, 6.85274, -2.99042], [0.66903, 7.34312, -4.34619], [-0.05250, 6.56972, -2.90780], [0.24034, 3.82124, -5.35617], [-2.05332, 4.67268, -4.94378], [-1.33511, 5.44495, -6.36881], [-1.36719, 6.30252, -4.81811], [-1.94930, 4.05339, -0.28645], [-1.98199, 5.09786, 0.80402], [-1.22397, 6.05302, 0.79587], [-2.88769, 4.94030, 1.80272], [-3.86181, 3.87761, 1.97769], [-1.17799, 4.31687, -1.00688], [-1.71273, 3.07519, 0.13827], [-2.90789, 4.01244, -0.80503], [-2.85221, 5.67400, 2.49396], [-4.86249, 4.31077, 1.99986], [-3.67672, 3.37704, 2.92960], [-3.80881, 3.14810, 1.17592], [2.31088, -1.56695, 3.97333], [1.22345, -0.52684, 3.88980], [1.44797, 0.62173, 3.50652], [-0.02294, -0.89351, 4.25431], [-0.47867, -2.18732, 4.73193], [3.25016, -1.12503, 3.65163], [2.42418, -1.91366, 5.00070], [2.08110, -2.41050, 3.32085], [-0.69810, -0.14926, 4.17876], [-1.25479, -2.56102, 4.06190], [-0.90335, -2.06269, 5.72854], [0.33110, -2.90713, 4.77580], [1.57954, 1.43054, 8.48607], [0.30330, 1.12734, 7.74276], [-0.03338, -0.01591, 7.47078], [-0.47708, 2.17815, 7.37697], [-0.24651, 3.59252, 7.60800], [2.08941, 0.49756, 8.70774], [2.23714, 2.04970, 7.87437], [1.36044, 1.93855, 9.42599], [-1.31344, 1.90462, 6.88621], [-1.07558, 3.99910, 8.18948], [-0.20581, 4.10924, 6.64742], [0.68077, 3.76481, 8.14336], [-2.60839, -4.21711, -2.45108], [-2.19727, -5.38892, -1.59180], [-2.56632, -5.50280, -0.43375], [-1.39142, -6.33106, -2.14634], [-0.85287, -6.37499, -3.49294], [-3.24598, -3.55654, -1.86949], [-1.72704, -3.65798, -2.77026], [-3.16840, -4.56205, -3.32159], [-1.15810, -7.08234, -1.51411], [-1.19061, -7.29077, -3.98106], [0.23708, -6.38966, -3.44104], [-1.17055, -5.51941, -4.08057], [-4.26295, -8.14800, -2.07962], [-4.04414, -9.54296, -2.60994], [-3.00974, -10.15743, -2.39953], [-5.04216, -10.10740, -3.34030], [-6.33022, -9.54008, -3.69232], [-3.38644, -7.83890, -1.52299], [-4.41285, -7.45159, -2.90749], [-5.12305, -8.12572, -1.40944], [-4.82646, -11.03849, -3.66157], [-7.12191, -10.17881, -3.29734], [-6.41981, -9.50440, -4.77958], [-6.44940, -8.53854, -3.29252]]}

***

[4]
{"formula": "CHClINO", "method": "ωB97M-V/def2-TZVPD", "homo_ev": [-10.1, -10.1], "homo_lumo_gap_ev": [6.220, 6.213], "relative_energy_kcal_mol": 67.0, "symbols": ["C", "N", "O", "Cl", "I", "H"], "positions_angstrom": [[-0.74588, 0.29783, 0.18511], [0.52928, 0.06340, 0.04578], [-1.67899, -0.20212, -0.37745], [0.63215, -1.82101, -1.74356], [2.17189, 0.53416, 0.96695], [-0.90845, 1.12773, 0.92317]]}